Here is 2 unconnected molecules or ions with the total composition C4H13NOS2 in a non-equilibrium geometry from the Open Molecules 2025 dataset. Energies are from wB97M-V/def2-TZVPD.

Element x y z (Å)
1 C -0.36 -0.16 4.26
2 S 1.17 0.42 3.45
3 S 0.49 0.84 1.58
4 C 1.47 -0.26 0.50
5 C 0.81 -0.51 -0.88
6 C -0.65 -1.01 -0.82
7 N 1.00 0.72 -1.67
8 H -1.03 0.69 4.26
9 H -0.73 -1.06 3.78
10 H -0.09 -0.44 5.28
11 H 2.42 0.23 0.32
12 H 1.57 -1.20 1.05
13 H 1.43 -1.34 -1.22
14 H -0.59 -2.07 -1.08
15 H -1.35 -0.40 -1.39
16 H -1.15 -1.02 0.16
17 H 0.15 1.10 -2.03
18 H 1.34 1.41 -1.01
19 O -1.88 1.73 -4.86
20 H -1.72 1.13 -4.13
21 H -2.30 1.19 -5.54

Its charge is 0. The energy relative to the best compared isomer or geometry (same formula, charge and spin) is 21.14 kcal/mol. Its SMILES is CSSC[C@@H](C)N.O. Its HOMO energy is -8.4 eV.

Atomic partial charges in e from the Löwdin method, atoms 1 to 5: number 1, C, carries -0.47; number 2, S, carries 0.43; number 3, S, carries 0.48; number 4, C, carries -0.52; number 5, C, carries -0.49

=====

Here is 2 unconnected molecules or ions with the total composition C6H10O3 in a non-equilibrium geometry from the Open Molecules 2025 dataset. Energies are from wB97M-V/def2-TZVPD.

Element x y z (Å)
1 C -1.38 0.65 1.25
2 C -1.33 0.07 0.03
3 C -0.72 -1.25 -0.45
4 C -1.60 0.99 -1.13
5 H -1.36 1.75 1.36
6 H -1.07 0.11 2.11
7 H 0.08 -1.53 0.18
8 H -1.47 -2.10 -0.42
9 H -0.37 -0.93 -1.44
10 H -2.04 0.43 -1.96
11 H -2.03 1.98 -1.02
12 H -0.52 1.51 -1.44
13 O 2.58 -1.74 0.01
14 C 2.21 -0.50 0.42
15 C 1.34 0.19 1.17
16 O 1.81 1.59 0.54
17 O 2.64 0.61 -0.29
18 H 2.76 -1.58 -0.90
19 H 0.47 -0.23 1.98

Its charge is 0. The energy relative to the best compared isomer or geometry (same formula, charge and spin) is 200.02 kcal/mol. Its SMILES is C=C(C)C.Oc1coo1. Its HOMO energy is -8.7 eV.

Atomic partial charges in e from the Löwdin method, atoms 1 to 5: number 1, C, carries -0.02; number 2, C, carries -0.41; number 3, C, carries -0.05; number 4, C, carries -0.11; number 5, H, carries 0.09

=====

Here is 8 unconnected molecules or ions with the total composition C18H53NO8 in a non-equilibrium geometry from the Open Molecules 2025 dataset. Energies are from wB97M-V/def2-TZVPD.

Element x y z (Å)
1 C 0.06 8.90 -0.17
2 O -0.04 8.14 -1.41
3 C 0.26 6.73 -1.28
4 C 1.48 6.32 -2.23
5 C 1.05 6.20 -3.73
6 N 2.04 5.06 -1.86
7 H 1.09 8.81 0.16
8 H -0.61 8.58 0.63
9 H -0.14 9.93 -0.44
10 H 0.49 6.58 -0.22
11 H -0.56 6.05 -1.53
12 H 2.23 7.10 -2.10
13 H 1.80 5.66 -4.30
14 H 0.96 7.17 -4.21
15 H 0.16 5.59 -3.88
16 H 2.47 5.07 -0.95
17 H 2.80 4.97 -2.52
18 C 7.01 -3.31 -3.09
19 C 5.81 -4.27 -3.22
20 O 6.19 -5.58 -3.58
21 H 7.63 -3.59 -2.24
22 H 6.70 -2.27 -2.98
23 H 7.67 -3.20 -3.95
24 H 5.13 -3.90 -3.98
25 H 5.28 -4.26 -2.26
26 H 6.24 -6.10 -2.78
27 C -6.32 0.02 2.57
28 C -7.58 0.80 2.76
29 O -8.64 -0.14 2.56
30 H -6.36 -0.94 3.08
31 H -5.45 0.64 2.82
32 H -6.30 -0.19 1.50
33 H -7.68 1.63 2.06
34 H -7.66 1.19 3.78
35 H -9.42 0.19 3.01
36 C 4.42 3.51 4.05
37 C 4.45 5.03 4.04
38 O 5.12 5.32 2.87
39 H 3.86 3.12 3.20
40 H 3.90 3.18 4.95
41 H 5.44 3.13 4.10
42 H 5.13 5.32 4.84
43 H 3.46 5.49 4.05
44 H 6.06 5.19 3.00
45 C 4.73 -4.53 5.72
46 C 6.15 -4.21 6.23
47 O 6.03 -3.81 7.62
48 H 4.16 -3.65 6.02
49 H 4.17 -5.32 6.22
50 H 4.60 -4.65 4.64
51 H 6.50 -3.34 5.68
52 H 6.89 -4.99 6.06
53 H 5.96 -4.62 8.14
54 C -5.92 -6.83 1.82
55 C -7.35 -6.83 2.35
56 O -8.31 -6.12 1.60
57 H -5.57 -5.85 1.49
58 H -5.80 -7.60 1.06
59 H -5.24 -7.01 2.65
60 H -7.33 -6.40 3.36
61 H -7.72 -7.85 2.44
62 H -8.38 -5.26 2.02
63 C -4.80 -1.23 -8.60
64 C -3.67 -1.24 -7.58
65 O -3.34 0.04 -7.06
66 H -4.50 -0.49 -9.34
67 H -5.72 -0.82 -8.19
68 H -5.04 -2.20 -9.03
69 H -2.86 -1.77 -8.09
70 H -3.99 -1.81 -6.70
71 H -3.02 -0.14 -6.18
72 C 0.30 -2.04 0.14
73 C -0.34 -1.68 -1.23
74 O -0.61 -0.31 -1.25
75 H 0.51 -3.11 0.13
76 H -0.44 -1.89 0.93
77 H 1.08 -1.35 0.44
78 H -1.28 -2.23 -1.25
79 H 0.24 -1.88 -2.13
80 H 0.24 0.14 -1.21

Its charge is 0. The energy relative to the best compared isomer or geometry (same formula, charge and spin) is 66.37 kcal/mol. Its SMILES is COC[C@H](C)N.CCO.CCO.CCO.CCO.CCO.CCO.CCO. Its HOMO energy is -9.3 eV.

Atomic partial charges in e from the Löwdin method, atoms 1 to 5: number 1, C, carries -0.09; number 2, O, carries -0.21; number 3, C, carries -0.17; number 4, C, carries -0.42; number 5, C, carries -0.06